Entry 1:
23
Properties=species:S:1:pos:R:3:lowdin_charge:R:1 method="wB97M-V/def2-TZVPD" spin_multiplicity=1 energy_ha=-746.0724 gap_ev=8.2 homo_energy_ev=-8.45 fmax_ev_per_a=4.17 e_above_lowest_kcal_mol=88.63
H -1.15589 -1.24279 1.38199 0.13
C 1.69188 -0.57017 -0.17860 -0.11
C -2.78125 0.09514 0.55475 -0.24
N 0.60136 -2.71444 0.07778 0.14
C 2.64123 1.64300 0.48759 -0.15
C -1.86115 -1.09881 0.50669 -0.17
H 1.56592 -2.93692 0.50410 0.09
H -1.65840 0.74238 -1.79126 0.07
H 3.72810 1.31266 0.66464 0.11
C 0.55621 -1.50680 -0.26472 -0.40
H -2.34658 -2.04156 0.35385 0.09
H -1.29479 -1.77350 -1.39391 0.15
H -3.12467 2.10368 0.65767 0.02
P -0.30678 1.67553 -0.06787 1.07
H 0.03816 0.35626 -2.15701 0.06
C -2.39769 1.35804 0.61914 -0.16
H 2.62476 2.47114 -0.21807 0.07
C -0.82123 -0.99447 -0.72221 -0.30
H 2.62437 -1.03569 -0.39060 0.11
H 2.12188 1.93722 1.41126 0.07
C -0.69350 0.39969 -1.38631 -0.40
C 1.64712 0.68161 0.05758 -0.37
H -3.86388 -0.25806 0.55275 0.12

***

Entry 2:
23
Properties=species:S:1:pos:R:3:lowdin_charge:R:1 method="wB97M-V/def2-TZVPD" spin_multiplicity=1 energy_ha=-500.5408 gap_ev=10.3 homo_energy_ev=-9.80 smiles="O=C[C@@H]1C[C@H]2CC[C@]1(C=O)C2" fmax_ev_per_a=4.98 e_above_lowest_kcal_mol=50.58
H -1.08117 -0.90746 -1.83120 0.15
H 0.42458 0.75022 1.80260 0.16
H 1.72401 1.58957 -0.69939 0.14
H 1.78589 -2.20543 -0.11028 0.12
H 2.31319 0.34540 0.33197 0.13
C -0.54168 -0.09946 -1.28337 -0.08
H 1.49828 -0.32542 -2.07315 0.17
H 0.54374 -2.30427 -1.29547 0.10
C 0.90051 -0.37587 -1.09555 -0.37
C -0.15619 -1.54410 0.63076 -0.10
H 0.24600 -1.29205 1.62440 0.12
H -0.63235 0.88695 -1.68971 0.12
C 0.87453 -1.75903 -0.45968 -0.13
C 1.41400 0.65227 -0.18508 -0.10
C -0.76727 -0.19383 0.21868 -0.36
C -0.09762 2.35138 0.65824 -0.17
H -0.74058 2.73554 -0.14950 0.14
C -2.26458 -0.02864 0.76626 -0.12
H -0.68083 -2.44763 0.75870 0.11
H -2.36165 0.08687 1.88889 0.14
O 0.55194 2.97999 1.54503 0.02
O -3.15079 0.18456 -0.06948 0.03
C 0.19803 0.92043 0.71633 -0.25

***

Entry 3:
26
Properties=species:S:1:pos:R:3:lowdin_charge:R:1 method="wB97M-V/def2-TZVPD" spin_multiplicity=1 energy_ha=-726.3092 gap_ev=9.0 homo_energy_ev=-10.02 smiles="CCOCCOCC1=CC(=O)OC1=O" fmax_ev_per_a=0.89 e_above_lowest_kcal_mol=0.00
H -1.57283 -0.21702 1.22447 0.12
O 2.90185 2.88622 -1.23426 0.14
C -0.69966 -0.84268 1.44896 -0.19
C -0.81279 -2.20083 0.77424 -0.19
H -1.06670 -1.41554 -2.40106 0.12
O -0.61580 -2.20229 -0.62207 -0.14
C 0.43605 1.20750 1.05475 -0.15
H -0.05409 -2.87254 1.18058 0.13
H -1.79439 -2.62279 1.02577 0.12
C 1.63586 1.71881 0.32628 -0.07
H -0.68451 -1.01220 2.53468 0.13
H -3.39368 -0.51898 -0.97062 0.07
C -1.38140 -1.27124 -1.36547 -0.25
H 0.44233 1.58992 2.08539 0.14
H -3.18619 -2.23643 -0.56883 0.07
H 3.29645 0.70058 1.27428 0.14
C -2.90639 -1.44969 -1.26883 -0.06
H -3.31821 -1.73214 -2.24044 0.07
C 3.74574 2.10484 -0.46788 -0.42
O 0.66873 3.17085 -1.35731 0.18
H -1.09834 -0.24544 -1.09747 0.10
O 4.92141 2.06533 -0.65588 0.17
C 1.60110 2.66058 -0.81788 -0.38
C 2.91423 1.38458 0.52918 0.13
H -0.47992 1.55673 0.56148 0.13
O 0.50114 -0.20616 1.04793 -0.12

***

Entry 4:
23
Properties=species:S:1:pos:R:3:lowdin_charge:R:1 method="wB97M-V/def2-TZVPD" spin_multiplicity=1 energy_ha=-823.3925 gap_ev=9.3 homo_energy_ev=-8.57 fmax_ev_per_a=4.80 e_above_lowest_kcal_mol=90.64
H -2.55668 -3.14358 -1.80268 0.09
H 1.89992 2.46659 -1.02465 0.10
H 0.40935 -0.37689 2.43573 0.03
C 0.75435 0.68210 0.89024 -0.42
C -1.92241 -2.31353 -1.68293 -0.09
H 1.38588 1.48718 -2.49240 0.06
H -0.93430 1.71509 1.79222 0.06
C -0.23198 -0.96187 -1.42585 -0.09
S 2.84864 0.19324 -1.02245 0.84
O -1.06998 -0.38884 -2.30280 0.01
C -0.72057 -2.14450 -0.93397 -0.06
H 1.39378 1.61946 1.06723 0.16
C 1.09702 0.43513 -0.51901 -0.50
H -0.20998 -3.00032 -0.47172 0.11
C -2.11027 -1.21808 -2.43874 -0.14
H 2.04378 -0.51536 2.08558 0.08
H -1.02439 1.61185 -0.02590 0.06
H -2.87591 -0.95073 -3.07588 0.10
C 1.04969 -0.54688 1.68503 -0.07
H 0.85843 -1.50579 1.21491 0.08
C -0.79995 1.14874 0.90480 -0.02
C 1.70641 1.43062 -1.47582 -0.49
H -1.49845 0.32563 0.93383 0.07

***

Entry 5:
24
Properties=species:S:1:pos:R:3:lowdin_charge:R:1 method="wB97M-V/def2-TZVPD" spin_multiplicity=1 energy_ha=-1221.7343 gap_ev=9.0 homo_energy_ev=-8.90 smiles="CCSc1sc(CC)cc1C=O" fmax_ev_per_a=2.80 e_above_lowest_kcal_mol=16.17
H -0.04705 1.64696 4.46477 0.07
H 0.91601 2.83273 3.65274 0.07
H -0.91851 3.08789 3.93999 0.09
C -0.34646 -1.19205 0.11220 -0.32
H -1.25971 1.19056 2.36659 0.07
H 1.16759 -0.36426 -3.83513 0.11
O -1.66487 -3.02795 0.86402 0.06
H -1.60096 0.96954 -3.64457 0.08
H -0.81523 -1.85807 2.17583 0.11
H -0.34341 2.44393 1.51314 0.07
C -0.30963 1.73217 2.34265 -0.53
C 0.10007 -0.45162 -2.01564 -0.48
S 0.96233 0.68298 -1.00619 1.06
H -0.34557 -1.25189 -3.99611 0.12
C -0.09329 2.40809 3.66431 -0.18
C -0.51706 -1.40337 -1.23107 -0.08
H -1.11524 -2.22918 -1.63410 0.14
H -0.50220 0.98642 -5.11229 0.08
C -0.95037 -2.09617 1.11105 -0.23
S 0.95833 0.44638 1.98614 0.87
C -0.56635 0.96771 -3.99988 -0.11
H -0.01109 1.80123 -3.52178 0.07
C 0.49055 -0.14611 0.40514 -0.86
C 0.10315 -0.33567 -3.54884 -0.26

***

Entry 6:
25
Properties=species:S:1:pos:R:3:lowdin_charge:R:1 method="wB97M-V/def2-TZVPD" spin_multiplicity=1 energy_ha=-3054.3953 gap_ev=6.7 charge=+1 homo_energy_ev=-11.24 fmax_ev_per_a=4.27
H 0.78443 0.94771 -1.34487 0.09
C 0.77333 -2.44429 -0.84796 -0.07
O -1.89849 0.87820 1.67016 -0.09
H 1.75425 2.26294 -1.31773 0.17
C -1.24624 -0.49102 -0.72960 -0.08
H -0.35771 3.38741 1.50904 0.16
H 1.52340 -3.19918 -0.87444 0.10
C 0.79795 1.99202 0.65356 -0.12
Br -0.22690 -0.42878 3.31561 0.83
H -2.64515 0.73454 2.23072 0.09
H -1.44444 -0.66348 -2.73789 0.11
C 0.48246 -1.94680 0.54877 -0.15
H 1.51553 -1.73838 0.83813 0.12
H 0.07502 -2.62879 1.30727 0.12
C 1.40202 1.40357 -0.54251 -0.03
H -1.96192 0.40941 -0.78587 0.15
C -0.62374 -0.91406 0.51036 -0.25
N -0.17697 2.83912 0.66916 0.24
H 1.35778 1.60574 1.45114 0.12
C 0.05781 -2.06413 -1.91978 -0.09
H 0.44242 -2.54080 -2.90317 0.14
C -0.91888 -1.03752 -1.89354 -0.10
H 2.11899 0.62272 -0.22487 0.10
C -0.95450 -0.15598 1.58912 -0.73
H -0.63045 3.16983 -0.17082 0.16

***

Entry 7:
28
Properties=species:S:1:pos:R:3:lowdin_charge:R:1 method="wB97M-V/def2-TZVPD" spin_multiplicity=3 energy_ha=-1125.2583 gap_ev="6.6 / 6.4" charge=+1 homo_energy_ev="-9.83 / -13.73" fmax_ev_per_a=6.80
C -2.55825 -0.37483 1.09410 0.05
C -2.57081 -0.47546 -0.29921 -0.31
O -0.05351 1.45640 -1.73412 0.07
H 3.10797 2.43084 0.70699 0.08
C -1.38631 -0.52878 1.77710 -0.16
O 1.52624 1.98372 -0.31476 -0.05
H -1.14529 -0.69529 -1.86111 0.15
N -0.24503 -0.60855 1.16930 0.14
C 1.90430 -2.44488 -0.33032 -0.06
C 2.11479 2.57476 0.87446 0.03
H 1.61775 -3.00255 0.42760 0.05
H 1.89073 3.58636 0.69192 0.09
H -3.36801 -0.18526 1.72718 0.13
H 3.17037 -0.66704 -0.79974 0.11
H 2.39193 -0.58251 0.95126 0.13
C 2.48837 -1.08711 -0.07027 -0.06
C 0.32849 1.93646 -0.73618 -0.94
C 1.10831 -1.18330 -0.78780 -0.17
H -3.55860 -0.01212 -1.97805 0.16
H 2.22871 -3.09048 -1.09968 0.10
H 1.57251 2.29706 1.68966 0.06
H 1.23845 -1.20006 -1.89183 0.15
Cl -0.87438 2.57005 0.41091 0.76
H -1.19476 -0.44057 2.90982 0.16
H -4.48535 -0.52723 -0.51471 0.13
N -1.40329 -0.75540 -0.90352 0.19
C -0.17395 -0.77554 -0.13247 -0.25
N -3.67140 -0.19871 -0.97653 0.25

***

Entry 8:
25
Properties=species:S:1:pos:R:3:lowdin_charge:R:1 method="wB97M-V/def2-TZVPD" spin_multiplicity=1 energy_ha=-1263.5254 gap_ev=6.3 charge=+1 homo_energy_ev=-11.47 fmax_ev_per_a=4.67 e_above_lowest_kcal_mol=50.09
H 0.31782 2.07953 2.18610 0.14
H 1.22444 2.71925 -0.32491 0.10
H 0.33958 -0.53939 -0.77324 0.09
C -0.58468 3.23360 0.51600 -0.17
H 0.25675 1.42511 -2.38053 0.10
H -1.68966 3.35187 0.20251 0.14
C -0.23667 0.69290 0.81543 -0.16
H 0.35539 -5.84638 -1.84710 0.09
H -0.29028 -0.06519 1.58790 0.08
C -1.15435 -3.62127 0.16173 -0.77
H -1.49942 1.81802 1.89366 0.12
H 0.01150 3.72688 -1.44296 0.14
S 1.29035 -4.35046 -0.29428 1.14
H -0.21231 4.05069 1.03342 0.08
C 0.04994 -5.26294 -1.02058 -0.33
H 0.35829 -2.43281 0.97703 0.17
N 0.13617 -3.35859 0.47703 -0.24
C -0.50959 1.96334 1.42821 -0.22
C -0.19837 1.59563 -1.43174 -0.23
C -0.06412 0.47517 -0.53362 -0.13
H -1.29836 1.72833 -1.77280 0.15
H -2.04573 -5.16909 -1.34945 0.18
C 0.25902 2.87128 -0.71586 -0.20
Cl -2.49960 -2.77721 0.60676 0.89
C -1.14637 -4.73641 -0.74148 -0.16

***

Entry 9:
25
Properties=species:S:1:pos:R:3:lowdin_charge:R:1 method="wB97M-V/def2-TZVPD" spin_multiplicity=1 energy_ha=-1263.4461 gap_ev=8.5 charge=+1 homo_energy_ev=-11.81 fmax_ev_per_a=6.09 e_above_lowest_kcal_mol=99.86
H 3.37696 -1.26069 0.51504 0.11
C -0.08446 1.41947 0.08070 -0.63
H -4.37984 -0.73919 0.23850 0.09
C 2.09561 -0.64866 -1.15887 -0.03
H 0.61645 2.89499 1.13283 0.11
H -4.39253 0.51056 -1.14455 0.13
C 1.34474 -0.77683 0.07897 -0.47
H 0.56011 3.50455 -0.41608 0.10
H 1.70728 -2.37830 1.37506 0.21
H 1.83124 0.21640 -1.74259 0.13
C 0.25033 0.17659 0.23402 -0.01
H -4.68265 1.14511 0.45217 0.09
S -1.73712 1.95403 -0.11598 1.03
C -4.12686 0.32514 -0.02529 -0.10
H 1.37147 -2.80673 -0.15766 0.19
H 1.92923 2.32343 0.04411 0.06
C 0.90222 2.56442 0.09893 -0.08
Cl -1.92179 -2.36970 0.06618 0.65
N 1.08176 -2.10960 0.55799 0.22
H 3.26461 0.53222 0.42047 0.09
C 2.83072 -0.39061 0.16819 0.01
C -2.65784 0.32595 -0.04324 -0.59
C -1.73937 -0.61932 0.11566 -0.52
H 0.11555 -2.20475 0.91385 0.07
H 2.44420 -1.58848 -1.68841 0.14

***

Entry 10:
25
Properties=species:S:1:pos:R:3:lowdin_charge:R:1 method="wB97M-V/def2-TZVPD" spin_multiplicity=1 energy_ha=-1154.8799 gap_ev=8.0 charge=+1 homo_energy_ev=-13.02 fmax_ev_per_a=5.50 e_above_lowest_kcal_mol=64.09
H -4.05193 -0.85372 -0.12538 0.06
C 2.98381 -0.34080 0.57582 -0.07
C 2.62997 0.60997 -0.37497 -0.08
C -3.06471 -0.81826 -0.56467 -0.25
C 1.52419 0.39350 -1.11678 -0.09
H 3.23406 1.49894 -0.48384 0.12
H -3.45598 -2.16290 -2.02157 0.07
Si -1.92136 0.15450 0.67262 0.53
C 0.73317 -0.81750 -0.97678 -0.08
Cl -1.45886 -0.73548 2.32087 0.55
C -2.80580 -1.43687 -1.64787 -0.02
H -0.92034 2.25709 -0.42037 0.08
H 2.55622 -2.08209 1.64413 0.12
H -0.01627 -1.11890 -1.70351 0.08
C 2.26479 -1.46522 0.80761 -0.06
H 0.67201 -2.59297 0.20922 0.09
N -0.20667 2.03748 1.56378 -0.09
H -1.83454 -1.26483 -2.07136 0.04
H 1.16263 1.05852 -1.80510 0.08
H -0.24164 3.07544 1.87942 0.13
C -1.30441 1.93820 0.56037 -0.37
H 0.61681 1.76798 0.99068 0.05
H -2.06690 2.69141 0.88193 0.10
H 3.83686 -0.10742 1.17880 0.11
C 1.13488 -1.68607 0.02695 -0.11

***

Entry 11:
30
Properties=species:S:1:pos:R:3:lowdin_charge:R:1 method="wB97M-V/def2-TZVPD" spin_multiplicity=2 energy_ha=-2203.2026 gap_ev="6.3 / 7.4" charge=+2 homo_energy_ev="-16.48 / -16.57" fmax_ev_per_a=1.19 e_above_lowest_kcal_mol=10.25
O -1.58719 -0.18392 -1.22428 -0.20
C 3.93552 -1.73709 -1.32253 0.02
O -2.80264 -2.05708 -1.50215 0.27
C -2.83974 -0.96130 -1.10557 -0.40
H -3.04548 -0.67250 1.55540 0.14
H -2.44757 2.04154 0.61033 0.14
H -4.77409 -0.72728 -0.31238 0.16
C 3.80239 -2.39434 -0.10058 0.02
H 1.39125 2.90992 1.80208 0.12
H -4.06958 0.75964 -0.96908 0.15
H 4.56543 -3.08788 0.22632 0.14
C 2.96540 -0.85521 -1.72197 0.06
C -3.33962 0.21564 0.99786 -0.14
H 4.78713 -1.89967 -1.96695 0.14
C -3.85844 -0.14581 -0.39561 -0.05
H 1.56917 3.57769 0.14398 0.12
N -2.13927 1.12214 0.93023 -0.03
C 1.73131 -1.28291 0.25758 -0.53
C 2.69727 -2.16665 0.70285 -0.01
O 0.24649 2.03597 0.34933 -0.33
H -1.80319 1.27751 1.87983 0.12
H 2.96208 -0.28468 -2.63873 0.17
O 0.95158 0.19833 -1.33505 -0.17
Cr -0.47187 0.67324 -0.27984 0.87
H 0.10259 3.96202 1.10632 0.11
S 0.23994 -0.93876 1.10772 0.95
H -4.11822 0.72360 1.56276 0.14
C 0.87182 3.22409 0.89982 0.02
H 2.57287 -2.66299 1.65525 0.14
N 1.90466 -0.66326 -0.91295 -0.12

***

Entry 12:
28
Properties=species:S:1:pos:R:3:lowdin_charge:R:1 method="wB97M-V/def2-TZVPD" spin_multiplicity=1 energy_ha=-1178.1159 gap_ev=8.7 charge=+1 homo_energy_ev=-13.10 smiles="CC(C)C1=CC(C(F)(F)F)=C[S@@](C)(O)#[N+]1" fmax_ev_per_a=3.56 e_above_lowest_kcal_mol=17.07
H 0.04584 -3.99221 -1.31217 0.04
C 1.87959 -1.35382 0.35248 -0.12
F 4.18535 -0.36757 -0.80287 0.16
H -1.97816 1.18544 -2.06266 0.11
C 2.10108 0.01108 0.23056 -0.13
O -0.26328 -2.77160 1.46436 -0.21
C 3.51355 0.49953 -0.03126 -0.61
C -2.05613 2.01721 1.47323 -0.03
N -0.67520 -0.56369 0.13229 -0.11
C -0.18584 -2.94369 -1.35808 -0.03
H -0.90260 2.73221 -0.18923 0.15
C -0.28854 0.74273 0.16811 -0.24
H -1.26043 -2.79508 1.73693 0.18
H 0.18226 -2.24281 -2.19261 0.10
H -3.18164 2.09269 -1.11388 0.09
F 4.22726 0.68884 1.09897 0.17
H -1.32125 -3.14075 -1.26180 0.09
F 3.54015 1.65840 -0.64917 0.18
C -2.33689 1.38740 -0.97809 -0.09
H 2.70306 -2.12678 0.28998 0.15
C -1.35933 1.76561 0.12193 -0.43
C 1.10711 1.01450 0.17432 0.05
H 1.56391 1.98255 0.08831 0.13
H -2.62310 2.97936 1.35234 0.11
H -2.75040 1.08117 1.42950 0.11
H -2.81635 0.34565 -0.70899 0.10
H -1.26052 1.91619 2.24895 0.10
S 0.21048 -1.80257 0.29858 0.98

***

What did the seventh record say?
28
Properties=species:S:1:pos:R:3:lowdin_charge:R:1 method="wB97M-V/def2-TZVPD" spin_multiplicity=3 energy_ha=-1125.2583 gap_ev="6.6 / 6.4" charge=+1 homo_energy_ev="-9.83 / -13.73" fmax_ev_per_a=6.80
C -2.55825 -0.37483 1.09410 0.05
C -2.57081 -0.47546 -0.29921 -0.31
O -0.05351 1.45640 -1.73412 0.07
H 3.10797 2.43084 0.70699 0.08
C -1.38631 -0.52878 1.77710 -0.16
O 1.52624 1.98372 -0.31476 -0.05
H -1.14529 -0.69529 -1.86111 0.15
N -0.24503 -0.60855 1.16930 0.14
C 1.90430 -2.44488 -0.33032 -0.06
C 2.11479 2.57476 0.87446 0.03
H 1.61775 -3.00255 0.42760 0.05
H 1.89073 3.58636 0.69192 0.09
H -3.36801 -0.18526 1.72718 0.13
H 3.17037 -0.66704 -0.79974 0.11
H 2.39193 -0.58251 0.95126 0.13
C 2.48837 -1.08711 -0.07027 -0.06
C 0.32849 1.93646 -0.73618 -0.94
C 1.10831 -1.18330 -0.78780 -0.17
H -3.55860 -0.01212 -1.97805 0.16
H 2.22871 -3.09048 -1.09968 0.10
H 1.57251 2.29706 1.68966 0.06
H 1.23845 -1.20006 -1.89183 0.15
Cl -0.87438 2.57005 0.41091 0.76
H -1.19476 -0.44057 2.90982 0.16
H -4.48535 -0.52723 -0.51471 0.13
N -1.40329 -0.75540 -0.90352 0.19
C -0.17395 -0.77554 -0.13247 -0.25
N -3.67140 -0.19871 -0.97653 0.25